[1]
The following is a quantum chemistry calculation of C20H26N2O5S in the gas phase in a non-equilibrium geometry, from the OMol25 dataset.

Properties
- lowest unoccupied orbital energy (eV) = -1.41
- highest occupied orbital energy (eV) = -7.994
- frontier orbital gap (Eh) = 0.2420
- energy above the lowest of the compared OMol25 structures with the same formula, charge and spin (kcal/mol) = 109.0

Positions of all 54 atoms, in Å:
C: -1.608913 -4.425621 3.235750
O: -1.632976 -4.136420 1.826773
C: -0.878968 -3.077432 1.489055
O: -0.361766 -2.364491 2.337983
C: -0.753572 -2.936624 -0.014338
C: -2.121628 -2.994285 -0.711553
C: -2.144184 -1.890113 -1.755966
C: -0.831177 -1.116396 -1.652557
N: -0.119820 -1.695540 -0.491657
C: 1.196529 -1.468856 -0.368155
C: 1.765699 -1.215887 1.000554
C: 3.324977 -1.224590 1.158099
C: 4.084895 -1.087443 -0.152395
C: 3.487041 -1.993907 -1.222521
C: 2.078853 -1.474568 -1.559982
H: -2.168484 -5.353641 3.333013
H: -0.580336 -4.560451 3.585908
H: -2.087795 -3.618910 3.797412
H: -0.127256 -3.804428 -0.313875
H: -2.193994 -3.997752 -1.144001
H: -2.925677 -2.874184 0.023784
H: -2.232699 -2.325358 -2.753466
H: -2.987795 -1.213773 -1.607170
H: -0.256379 -1.231158 -2.583703
H: -0.968035 -0.035811 -1.510074
H: 1.434376 -2.054122 1.622799
H: 3.608501 -0.451691 1.891817
H: 3.578261 -2.190748 1.619677
H: 4.022937 -0.038747 -0.477574
H: 5.135569 -1.336723 0.034096
H: 4.102967 -2.005390 -2.127239
H: 3.412335 -3.034072 -0.871582
H: 1.630992 -2.076480 -2.368546
H: 2.154940 -0.436952 -1.937581
C: -3.296833 6.101395 -1.075300
C: -2.205206 5.119193 -0.729635
C: -1.123844 4.887270 -1.589568
C: -0.142141 3.934136 -1.294492
C: -0.190906 3.262976 -0.066883
S: 1.222273 2.380036 0.618355
N: 0.712330 0.863914 0.657816
C: 1.201591 0.006402 1.605032
O: 1.221745 0.178859 2.822865
O: 2.323279 2.553466 -0.306079
O: 1.308673 2.989340 1.922386
C: -1.291579 3.424853 0.770873
C: -2.250063 4.388164 0.466643
H: -4.020762 6.153496 -0.256995
H: -2.902990 7.110075 -1.248468
H: -3.837893 5.808853 -1.983740
H: -1.028011 5.475307 -2.504387
H: 0.665749 3.705424 -1.984459
H: -1.362688 2.802312 1.657466
H: -3.040142 4.597098 1.185788

Cartesian forces (eV/Å) of the 6 atoms listed first:
C -0.196 -0.171 0.193
O 0.458 0.167 -0.447
C 0.359 1.060 2.055
O -1.097 -1.135 -1.438
C 0.117 -0.159 0.688
C -0.014 -0.526 0.348

***

[2]
The following is a quantum chemistry calculation of a molecular structure, C31H57MnN5O7S2Si, from the OMol25 dataset.

Properties
- lowest unoccupied orbital energy (alpha / beta) (eV) = 0.29 / 0.28
- highest occupied orbital energy (alpha / beta) (eV) = -7.476 / -7.499
- frontier orbital gap (alpha / beta) (Eh) = 0.2854 / 0.2860
- multiplicity = 6
- <S²> = 8.7534

Positions of all 104 atoms, in Å:
Mn: -0.262527 -0.136908 -0.078047
N: 1.639477 0.660040 1.159507
C: 1.278858 0.868751 2.571652
C: 0.644684 2.238019 2.786158
C: -0.365395 2.643628 1.716917
N: -1.229584 1.521183 1.336533
H: 2.200220 -0.177643 1.051552
H: 2.199269 1.426960 0.803067
H: 2.140274 0.777091 3.236305
H: 0.573377 0.085130 2.842914
H: 1.415913 3.011611 2.832540
H: 0.155237 2.225733 3.764870
H: 0.155646 2.976115 0.814242
H: -0.936759 3.497466 2.088209
H: -2.075409 1.854044 0.888679
H: -1.504199 0.954196 2.132582
O: 3.717596 0.351476 -2.074019
C: 3.542123 -0.376930 -3.197211
C: 4.581153 -0.400324 -4.126330
C: 4.454573 -1.129709 -5.292879
C: 3.289551 -1.848184 -5.557762
C: 2.256299 -1.817014 -4.641091
C: 2.358325 -1.085934 -3.455559
C: 1.224763 -1.045737 -2.490546
O: 1.443267 -0.529666 -1.324614
N: 0.081934 -1.534431 -2.897630
N: -0.910025 -1.346669 -1.940079
C: -1.930783 -2.081344 -2.112262
S: -3.399594 -1.814508 -1.192702
C: -4.073264 -3.447418 -1.573754
C: -3.754099 -3.729526 -3.030635
S: -2.007007 -3.341442 -3.334573
H: 2.905206 0.187819 -1.537147
H: 5.480932 0.159937 -3.903813
H: 5.272507 -1.142687 -6.003427
H: 3.195099 -2.425578 -6.468845
H: 1.336352 -2.358433 -4.821066
H: -5.145810 -3.422478 -1.387441
H: -3.610685 -4.176331 -0.909690
H: -4.371519 -3.118942 -3.685978
H: -3.904163 -4.781460 -3.274311
C: -0.943701 -4.293153 0.033761
C: -0.801472 -4.885280 1.431756
C: -2.057175 -5.659948 1.815672
C: 0.421230 -5.785216 1.506290
O: -0.586485 -3.849568 2.396917
Si: -1.248355 -2.348451 2.518866
O: -0.900233 -1.380707 1.319762
O: -2.883189 -2.591149 2.687752
C: -3.896390 -1.718193 3.195823
C: -5.208523 -2.183594 2.580022
C: -3.625687 -0.265906 2.807354
C: -3.960024 -1.848028 4.712201
O: -0.654774 -1.728348 3.935253
C: 0.053660 -2.311373 5.035800
C: 1.468179 -2.686841 4.590696
C: -0.669050 -3.545904 5.570473
C: 0.101308 -1.232214 6.106394
H: -1.116146 -5.083749 -0.698871
H: -0.047401 -3.737766 -0.249004
H: -1.782122 -3.591501 0.000998
H: -2.246978 -6.458331 1.094230
H: -2.918015 -4.987837 1.846139
H: -1.937622 -6.104902 2.806676
H: 0.321974 -6.629762 0.819750
H: 0.542010 -6.169244 2.521759
H: 1.317490 -5.220657 1.239620
H: -5.221183 -1.968092 1.510497
H: -6.057029 -1.676696 3.046391
H: -5.319906 -3.260470 2.723202
H: -3.451029 -0.199646 1.731180
H: -2.742996 0.106892 3.336850
H: -4.479771 0.361276 3.074178
H: -4.165625 -2.883535 4.993870
H: -4.747609 -1.208164 5.120273
H: -3.006726 -1.546084 5.147552
H: 1.425264 -3.244933 3.653332
H: 1.950617 -3.315757 5.343329
H: 2.080700 -1.794693 4.445751
H: -0.662394 -4.347536 4.828800
H: -1.706043 -3.310532 5.814153
H: -0.172201 -3.897185 6.476910
H: 0.499781 -0.309198 5.679003
H: 0.745549 -1.539860 6.934566
H: -0.898422 -1.031425 6.498766
O: -0.849591 1.573051 -1.485468
C: -1.809578 1.793095 -2.202370
C: -1.891712 1.324752 -3.619768
C: -1.156742 2.439917 -4.410095
C: -1.568961 3.896101 -4.105910
C: -1.169213 4.424508 -2.709753
C: -2.173723 4.071784 -1.600490
N: -2.754748 2.728359 -1.831922
H: -2.931823 1.243620 -3.944561
H: -1.385399 0.371452 -3.755362
H: -1.303954 2.242181 -5.472059
H: -0.086950 2.334732 -4.211977
H: -2.648366 4.021414 -4.263255
H: -1.086898 4.525940 -4.854544
H: -1.055164 5.509469 -2.741325
H: -0.189145 4.015335 -2.449642
H: -3.006359 4.772831 -1.592832
H: -1.700096 4.107649 -0.621894
H: -3.503257 2.773876 -2.506758

Cartesian forces (eV/Å) of the 6 atoms listed first:
Mn 0.209 0.124 0.163
N -0.145 -0.031 0.127
C 0.007 0.047 -0.151
C -0.041 0.011 0.031
C 0.056 -0.131 -0.106
N -0.034 -0.055 -0.052

***

[3]
The following is a quantum chemistry calculation of 2 unconnected molecules or ions with the total composition C2H6N2O2S2 in a non-equilibrium geometry, from the OMol25 dataset.

Properties
- lowest unoccupied orbital energy (eV) = 0.42
- highest occupied orbital energy (eV) = -9.007
- frontier orbital gap (Eh) = 0.3463
- energy above the lowest of the compared OMol25 structures with the same formula, charge and spin (kcal/mol) = 24.3

Positions of all 14 atoms, in Å:
C: 0.224097 2.541118 0.247362
C: -2.195855 1.471664 0.617212
N: 1.331889 2.306549 -0.019115
N: 2.267610 -1.463818 -1.446981
O: 0.123866 -0.394875 -1.013431
O: 1.698450 -0.532960 0.802773
S: -1.289074 3.062337 0.707999
S: 1.499272 -0.124431 -0.782745
H: -2.390291 1.241107 1.589058
H: -1.490321 0.829437 0.056377
H: -3.132977 1.676118 0.138236
H: 1.799910 0.323424 1.337261
H: 3.339344 -1.524055 -1.595391
H: 1.881278 -1.839014 -2.325277

Cartesian forces (eV/Å) of the 6 atoms listed first:
C 1.448 0.092 -0.152
C 1.444 1.103 -2.377
N -0.994 1.001 0.610
N 2.439 -1.604 -1.156
O -2.472 -0.344 -0.875
O 0.663 1.358 0.847

***

[4]
The following is a quantum chemistry calculation of a gas-phase ion, C2H2NO3S (charge +1) in a non-equilibrium geometry, from the OMol25 dataset.

Properties
- lowest unoccupied orbital energy (eV) = -6.79
- highest occupied orbital energy (eV) = -14.701
- frontier orbital gap (Eh) = 0.2909
- total charge = +1
- energy above the lowest of the compared OMol25 structures with the same formula, charge and spin (kcal/mol) = 22.0

Positions of all 9 atoms, in Å:
C: -0.658510 0.645113 -0.530205
C: -0.060484 0.287842 0.642179
N: 0.763836 -1.297966 -0.828046
O: 1.479049 -2.158780 -1.192360
O: 0.724059 -0.829883 0.561722
O: -0.044509 0.920451 1.779177
S: -0.141713 -0.344161 -1.809504
H: -1.137229 1.528681 -0.607068
H: -0.924498 1.248702 1.984104

Cartesian forces (eV/Å) of the 6 atoms listed first:
C 1.991 -2.423 1.496
C -0.086 -0.223 -1.910
N 0.626 0.776 0.590
O -0.302 -0.039 1.186
O 0.263 -0.589 -0.906
O 0.301 -0.738 0.343

***

Number 1: E_tot -1661.50788 Ha. Number 2: E_tot -4253.12059 Ha. Number 3: E_tot -1136.10480 Ha. Number 4: E_tot -755.62468 Ha.